# C10H17Cl2InN

A structure of composition C10H17Cl2InN at a distorted geometry (ωB97M-V/def2-TZVPD, the OMol25 dataset).

Positions of all 31 atoms, in Å:
In: 1.34 -0.25 0.65
Cl: 1.39 -2.59 0.89
Cl: 2.62 1.32 1.93
C: 2.13 0.01 -1.26
H: 2.81 0.87 -1.27
H: 2.58 -0.92 -1.64
C: -0.41 0.68 -1.34
C: 0.76 0.36 -2.06
H: -0.29 1.22 -0.38
C: 0.49 -0.73 -3.17
H: 1.05 1.26 -2.65
C: -0.67 -0.30 -4.08
H: 1.39 -0.86 -3.79
H: 0.28 -1.69 -2.69
C: -1.95 -0.06 -3.29
H: -0.40 0.61 -4.64
H: -0.83 -1.09 -4.83
C: -1.68 0.88 -2.08
H: -2.71 0.40 -3.93
H: -2.36 -1.02 -2.95
H: -1.63 1.90 -2.50
H: -2.54 0.86 -1.41
C: -0.69 -0.42 5.99
C: 0.36 0.25 5.08
C: 0.13 0.00 3.68
N: -0.04 -0.17 2.54
H: -1.68 -0.03 5.76
H: -0.47 -0.23 7.04
H: -0.69 -1.50 5.83
H: 0.36 1.34 5.23
H: 1.37 -0.11 5.33

- Frontier orbital gap: 0.151 Ha
- Energy relative to the best compared isomer or geometry (same formula, charge and spin): 0.00 kJ/mol
- Total charge: -1
- Spin multiplicity: 1
- LUMO level: 2.45 eV

***

# C11H8ClNO2

The molecule C11H8ClNO2 at a distorted geometry (ωB97M-V/def2-TZVPD, the OMol25 dataset).

Positions of all 23 atoms, in Å:
O: -0.26 -1.24 1.40
N: 0.02 -0.26 0.70
C: -0.90 0.56 0.19
C: -2.33 0.39 0.27
C: -3.06 -0.74 0.58
C: -4.45 -0.30 0.60
C: -4.47 1.00 0.21
O: -3.19 1.43 0.01
C: 1.36 -0.20 0.15
C: 2.06 -1.32 -0.09
C: 3.36 -1.34 -0.68
C: 4.02 -0.09 -0.99
Cl: 5.57 -0.10 -1.75
C: 3.36 1.03 -0.62
C: 2.03 1.12 0.00
H: -0.55 1.46 -0.34
H: -2.74 -1.75 0.79
H: -5.40 -0.81 0.79
H: -5.36 1.58 0.02
H: 1.59 -2.32 0.09
H: 3.88 -2.28 -0.83
H: 3.81 2.08 -0.85
H: 1.64 2.09 0.36

- Frontier orbital gap: 0.279 Ha
- Energy relative to the best compared isomer or geometry (same formula, charge and spin): 61.35 kJ/mol
- SMILES string: [O-]/[N+](=C\c1ccco1)c1ccc(Cl)cc1
- Spin multiplicity: 1
- LUMO level: -0.29 eV

***

# C2H8NO

A cluster of 2 separate species, C2H8NO in total at a distorted geometry (ωB97M-V/def2-TZVPD, the OMol25 dataset).

Positions of all 12 atoms, in Å:
C: 2.17 0.82 0.47
O: 1.29 0.07 -0.29
C: -1.12 -0.92 -0.31
N: -2.36 -0.16 -0.48
H: 1.70 1.66 1.01
H: 2.77 1.39 -0.27
H: 0.33 -0.01 -0.03
H: -0.87 -1.33 -1.31
H: -1.34 -1.75 0.38
H: -2.31 0.67 0.11
H: -3.21 -0.71 -0.31
H: 2.94 0.28 1.02

- Frontier orbital gap: 0.220 Ha
- Energy relative to the best compared isomer or geometry (same formula, charge and spin): 663.93 kJ/mol
- Total charge: +1
- Spin multiplicity: 1
- LUMO level: -9.42 eV

***

# C18H16ClCoN4O4S

A structure of composition C18H16ClCoN4O4S (ωB97M-V/def2-TZVPD, the OMol25 dataset).

Positions of all 45 atoms, in Å:
Co: -0.41 1.91 0.79
N: -3.44 -1.74 -5.33
C: -2.94 -1.65 -4.04
C: -3.63 -0.92 -3.07
C: -3.12 -0.79 -1.80
C: -1.91 -1.40 -1.48
C: -1.22 -2.14 -2.43
C: -1.73 -2.26 -3.70
S: -1.25 -1.21 0.14
O: -2.31 -0.90 1.04
O: -0.38 -2.33 0.40
N: -0.37 0.17 0.03
C: 0.93 0.25 -0.35
N: 1.38 1.45 0.12
C: 2.63 1.80 -0.11
C: 3.46 0.95 -0.81
C: 2.91 -0.24 -1.27
N: 1.65 -0.61 -1.06
H: -4.42 -1.57 -5.44
H: -3.10 -2.51 -5.89
H: -4.57 -0.44 -3.33
H: -3.65 -0.23 -1.04
H: -0.28 -2.61 -2.15
H: -1.20 -2.84 -4.45
H: 2.96 2.76 0.28
H: 4.49 1.20 -1.01
H: 3.51 -0.94 -1.83
O: -2.27 2.43 0.95
C: -1.92 3.61 0.61
O: -0.69 3.88 0.53
H: -2.68 4.36 0.40
Cl: 2.34 2.97 3.15
C: 2.19 1.23 3.23
C: 3.33 0.50 3.52
C: 3.24 -0.89 3.58
C: 2.02 -1.51 3.35
C: 0.90 -0.75 3.07
C: 0.96 0.64 2.98
C: -0.25 1.42 2.63
H: 4.26 1.01 3.71
H: 4.13 -1.47 3.80
H: 1.95 -2.59 3.40
H: -0.05 -1.25 2.91
H: -0.27 2.39 3.13
H: -1.17 0.88 2.83

- Frontier orbital gap (spin up / spin down): 0.283 / 0.284 Ha
- Energy relative to the best compared isomer or geometry (same formula, charge and spin): 0.00 kJ/mol
- Spin multiplicity: 1
- LUMO level (spin up / spin down): -0.58 / -0.58 eV

***

# C3H4N4

The molecule C3H4N4 at a distorted geometry (ωB97M-V/def2-TZVPD, the OMol25 dataset).

Positions of all 11 atoms, in Å:
C: 0.97 0.82 0.03
C: 1.09 -0.84 0.08
N: -0.48 -0.67 -0.33
N: -1.78 -1.16 -0.07
N: -2.48 -0.09 0.14
N: -1.89 1.04 -0.03
C: -0.61 0.64 -0.35
H: 1.03 1.48 1.00
H: 1.38 1.45 -0.75
H: 1.21 -1.39 1.13
H: 1.56 -1.28 -0.86

- Frontier orbital gap: 0.392 Ha
- Energy relative to the best compared isomer or geometry (same formula, charge and spin): 512.59 kJ/mol
- SMILES string: C1Cn2nnnc21
- Spin multiplicity: 1
- LUMO level: 0.51 eV

***

# C6H13NO

The molecule C6H13NO at a distorted geometry (ωB97M-V/def2-TZVPD, the OMol25 dataset).

Positions of all 21 atoms, in Å:
C: -0.30 -1.50 -2.14
N: 0.85 -0.77 -1.70
C: 1.03 0.07 -0.83
C: 2.30 0.66 -0.34
O: -0.12 1.23 -0.36
C: -0.98 0.53 0.40
C: -1.66 1.39 1.45
C: -0.08 -0.75 1.32
H: -0.04 -2.01 -3.07
H: -1.16 -0.85 -2.32
H: -0.57 -2.25 -1.39
H: 3.07 -0.10 -0.34
H: 2.59 1.47 -1.00
H: 2.16 1.09 0.65
H: -1.67 -0.10 -0.16
H: -2.23 0.79 2.15
H: -2.33 2.09 0.94
H: -0.92 1.98 1.99
H: -0.92 -1.23 1.82
H: 0.51 -0.22 2.07
H: 0.48 -1.55 0.86

- Frontier orbital gap: 0.365 Ha
- Energy relative to the best compared isomer or geometry (same formula, charge and spin): 327.92 kJ/mol
- SMILES string: C/N=C(/C)OC(C)C
- Spin multiplicity: 1
- LUMO level: 0.93 eV

***

# C7H12O

A cluster of 3 separate species, C7H12O in total at a distorted geometry (ωB97M-V/def2-TZVPD, the OMol25 dataset).

Positions of all 20 atoms, in Å:
C: -0.10 0.45 -1.42
C: -0.87 -0.76 -1.48
C: -1.44 0.46 -0.65
C: 1.65 -1.70 0.41
C: 0.60 -1.06 0.90
O: 0.29 2.76 -0.13
C: -0.73 -0.75 1.26
C: 0.40 0.28 1.41
H: -2.36 0.12 -0.19
H: -0.14 1.22 -2.19
H: 0.92 0.39 -1.08
H: -1.28 1.34 0.06
H: -1.41 -0.97 -2.40
H: 0.61 3.40 0.51
H: -0.50 -1.69 -1.09
H: 1.68 -2.77 0.21
H: 2.60 -1.20 0.45
H: 0.56 1.20 0.82
H: -1.20 -1.11 2.17
H: 0.72 0.41 2.45

- Frontier orbital gap: 0.216 Ha
- Energy relative to the best compared isomer or geometry (same formula, charge and spin): 1159.10 kJ/mol
- Spin multiplicity: 1
- LUMO level: -1.47 eV

***

# C6H10BrN3O

The molecule C6H10BrN3O at a distorted geometry (ωB97M-V/def2-TZVPD, the OMol25 dataset).

Positions of all 21 atoms, in Å:
C: -0.20 -1.36 -0.53
C: -0.56 2.77 0.34
C: -1.26 1.66 0.94
C: 0.18 2.31 -0.98
C: 0.60 -0.09 -0.41
C: -0.14 -3.71 0.27
N: 0.95 1.12 -0.91
N: 1.46 0.58 0.41
N: 0.34 -2.31 0.32
O: -1.27 -1.46 -1.12
Br: 3.45 -0.10 0.29
H: -1.26 3.64 -0.21
H: 0.01 3.33 1.04
H: -1.07 1.47 1.93
H: -1.63 0.84 0.44
H: -0.60 2.10 -1.75
H: 0.85 3.21 -1.31
H: 0.66 -4.30 -0.04
H: -0.72 -3.93 1.21
H: -0.91 -3.76 -0.67
H: 1.12 -2.00 0.76

- Frontier orbital gap (spin up / spin down): 0.256 / 0.278 Ha
- Energy relative to the best compared isomer or geometry (same formula, charge and spin): 613.78 kJ/mol
- Spin multiplicity: 1
- LUMO level (spin up / spin down): -1.34 / -0.43 eV

***

# C18H24N2NiSe2Te2

A structure of composition C18H24N2NiSe2Te2 (ωB97M-V/def2-TZVPD, the OMol25 dataset).

Positions of all 49 atoms, in Å:
Ni: -3.00 -3.00 0.00
C: 4.49 -2.77 0.00
C: 3.58 -1.54 0.00
C: 3.88 -0.71 -1.25
C: 3.88 -0.70 1.25
C: 2.11 -1.94 0.00
C: 1.66 -3.25 0.00
C: 0.30 -3.50 0.00
N: -0.63 -2.54 0.00
C: -0.22 -1.28 0.00
C: 1.13 -0.95 0.00
C: -1.28 -0.22 0.00
C: -0.95 1.13 0.00
C: -1.94 2.11 0.00
C: -3.25 1.66 0.01
C: -3.50 0.30 0.01
N: -2.54 -0.63 0.00
C: -1.54 3.58 0.00
C: -0.71 3.88 -1.25
C: -2.77 4.49 0.01
C: -0.70 3.88 1.25
H: 5.54 -2.46 0.00
H: 4.33 -3.39 -0.88
H: 4.34 -3.39 0.89
H: 4.94 -0.43 -1.27
H: 3.29 0.21 -1.29
H: 3.67 -1.28 -2.17
H: 4.94 -0.42 1.26
H: 3.67 -1.26 2.16
H: 3.29 0.21 1.27
H: 2.34 -4.09 0.00
H: -0.08 -4.51 0.01
H: 1.44 0.09 0.00
H: 0.09 1.44 0.00
H: -4.09 2.34 0.01
H: -4.51 -0.08 0.01
H: -1.28 3.67 -2.16
H: 0.20 3.29 -1.29
H: -0.43 4.94 -1.27
H: -3.39 4.33 -0.87
H: -2.46 5.54 0.01
H: -3.39 4.33 0.89
H: 0.22 3.29 1.27
H: -1.26 3.67 2.16
H: -0.42 4.94 1.26
Se: -5.25 -2.61 -0.05
Te: -6.56 -4.61 -0.04
Te: -4.61 -6.56 0.00
Se: -2.61 -5.25 0.05

- Frontier orbital gap: 0.202 Ha
- Spin multiplicity: 1
- LUMO level: -1.36 eV

***

# C5H10O2

The molecule C5H10O2 (ωB97M-V/def2-TZVPD, the OMol25 dataset).

Positions of all 17 atoms, in Å:
C: 0.13 1.57 0.51
C: 0.62 0.20 0.07
C: -0.25 -0.57 -0.91
C: -1.69 -0.70 -0.43
O: -1.79 -1.24 0.87
C: 2.03 -0.16 0.17
O: 1.10 -0.60 1.16
H: -0.27 2.14 -0.34
H: -0.68 1.44 1.24
H: 0.93 2.14 0.98
H: 0.18 -1.57 -1.03
H: -0.24 -0.08 -1.89
H: -2.26 -1.33 -1.13
H: -2.17 0.29 -0.44
H: -0.90 -1.32 1.24
H: 2.75 0.58 0.51
H: 2.44 -0.94 -0.47

- Frontier orbital gap: 0.407 Ha
- Energy relative to the best compared isomer or geometry (same formula, charge and spin): 203.80 kJ/mol
- SMILES string: C[C@@]1(CCO)CO1
- Spin multiplicity: 1
- LUMO level: 0.92 eV

***

# C5H11N

The molecule C5H11N at a distorted geometry (ωB97M-V/def2-TZVPD, the OMol25 dataset).

Positions of all 17 atoms, in Å:
C: -0.23 1.39 -1.61
N: -0.59 1.58 -0.20
C: -0.39 0.25 0.55
C: -0.63 -0.96 -0.17
C: 0.31 -2.01 -0.04
C: 0.58 0.40 1.55
H: 0.82 1.02 -1.58
H: -0.82 0.52 -1.85
H: -0.23 2.27 -2.25
H: 0.07 2.22 0.30
H: -1.60 -1.29 -0.35
H: 0.09 -3.00 -0.52
H: 1.42 -1.84 -0.10
H: -0.15 -1.87 0.90
H: 0.60 1.03 2.45
H: 1.65 0.11 1.41
H: -0.90 0.19 1.50

- Frontier orbital gap: 0.211 Ha
- Energy relative to the best compared isomer or geometry (same formula, charge and spin): 823.78 kJ/mol
- Spin multiplicity: 1
- LUMO level: -0.59 eV

***

# C14H26CdNOP

A structure of composition C14H26CdNOP at a distorted geometry (ωB97M-V/def2-TZVPD, the OMol25 dataset).

Positions of all 44 atoms, in Å:
C: 3.93 -0.59 1.22
C: 3.50 0.66 0.79
C: 2.11 0.95 0.62
C: 1.15 -0.03 0.93
C: 1.61 -1.32 1.25
C: 2.98 -1.59 1.46
C: 1.81 2.35 0.18
C: 1.18 2.65 -1.21
N: 0.39 1.64 -1.86
Cd: -1.09 0.16 1.22
C: 0.65 -2.48 1.38
P: -0.73 -2.20 0.21
H: 4.23 1.45 0.61
H: 3.28 -2.58 1.79
H: 5.00 -0.79 1.40
H: 0.23 -2.50 2.40
H: 1.12 -3.43 1.15
H: 1.17 2.82 0.94
H: 2.75 2.91 0.17
H: 0.51 3.51 -1.06
C: -2.02 -3.36 0.79
C: -0.05 -2.98 -1.29
H: 1.99 2.95 -1.90
C: 1.04 0.51 -2.49
C: -0.84 2.08 -2.49
H: -2.80 0.01 0.59
H: 1.50 0.79 -3.45
H: 1.80 0.09 -1.81
H: 0.27 -0.26 -2.68
H: -0.66 2.50 -3.50
H: -1.53 1.23 -2.58
H: -1.30 2.86 -1.86
H: 0.10 -4.05 -1.12
H: -0.74 -2.83 -2.13
H: 0.92 -2.52 -1.55
H: -1.61 -4.37 0.93
H: -2.45 -2.98 1.72
H: -2.81 -3.37 0.02
H: -3.59 0.69 1.07
C: -4.66 2.30 2.03
O: -3.56 1.57 1.58
H: -5.26 2.69 1.21
H: -4.25 3.15 2.58
H: -5.27 1.72 2.73

- Frontier orbital gap: 0.287 Ha
- Spin multiplicity: 1
- LUMO level: 0.18 eV